Record 1
This record from the Open Molecules 2025 dataset describes a gas-phase ion, C7H14ClN2 (charge +1). The level of theory is wB97M-V/def2-TZVPD.

Highest occupied orbital energy in eV: -12.64
Molecular weight in g mol⁻¹: 161.656
Gap between HOMO and LUMO in eV: 9.25
Total charge: +1
SMILES string: CC(C)(C)[N@@H+]1C=CN(Cl)C1
Energy relative to the best compared isomer or geometry (same formula, charge and spin) in eV: 2.617
Largest force on an atom in eV Å⁻¹: 6.39

Atoms and positions in Å:
1 C -1.913 -0.847 -0.224
2 C -0.902 0.220 0.054
3 C -0.652 0.343 1.554
4 C -1.413 1.617 -0.534
5 N 0.355 -0.331 -0.604
6 C 0.858 -1.398 0.096
7 C 2.234 -1.345 0.239
8 N 2.698 -0.222 -0.406
9 Cl 4.165 0.546 0.185
10 C 1.568 0.570 -0.867
11 H -2.104 -0.817 -1.335
12 H -1.730 -1.780 0.183
13 H -2.802 -0.586 0.299
14 H -1.343 1.028 2.138
15 H 0.384 0.386 1.766
16 H -0.970 -0.564 2.013
17 H -1.639 1.430 -1.667
18 H -2.290 1.869 0.081
19 H -0.863 2.517 -0.470
20 H -0.088 -0.643 -1.570
21 H 0.390 -2.346 0.321
22 H 2.821 -2.100 0.912
23 H 1.467 1.568 -0.208
24 H 1.771 0.887 -1.953

Löwdin population analysis, charges in e, atoms 1 to 6: C -0.032; C -0.528; C -0.017; C 0.001; N -0.051; C -0.133

***

Record 2
This record from the Open Molecules 2025 dataset describes a molecular structure, C7H14F3O7PS. The level of theory is wB97M-V/def2-TZVPD.

Highest occupied orbital energy in eV: -11.01
Molecular weight in g mol⁻¹: 330.217
Gap between HOMO and LUMO in eV: 11.47
Largest force on an atom in eV Å⁻¹: 2.73

Atoms and positions in Å:
1 C -2.443 -0.005 1.082
2 C -2.646 1.215 0.178
3 C -1.329 1.830 -0.315
4 C -0.667 0.913 -1.309
5 O 0.696 1.279 -1.634
6 P 1.892 0.584 -0.887
7 O 2.969 1.529 -0.640
8 O 1.365 -0.058 0.464
9 C 1.679 0.717 1.634
10 C 0.906 0.228 2.824
11 O 1.180 -1.128 3.121
12 O 2.509 -0.641 -1.810
13 S 1.581 -1.528 -2.786
14 O 0.742 -0.760 -3.637
15 O 2.453 -2.416 -3.470
16 C 0.524 -2.665 -1.723
17 F 1.174 -3.825 -1.625
18 F 0.306 -2.190 -0.501
19 F -0.602 -2.870 -2.397
20 H -3.149 -0.774 0.787
21 H -1.443 -0.420 1.018
22 H -2.675 0.216 2.118
23 H -3.199 0.922 -0.713
24 H -3.203 2.003 0.671
25 H -0.712 2.047 0.555
26 H -1.539 2.791 -0.775
27 H -1.217 0.984 -2.241
28 H -0.777 -0.115 -0.978
29 H 1.452 1.772 1.523
30 H 2.734 0.668 1.873
31 H -0.155 0.438 2.729
32 H 1.253 0.837 3.661
33 H 0.342 -1.579 3.207

Löwdin population analysis, charges in e, atoms 1 to 6: C -0.094; C -0.230; C -0.180; C -0.212; O -0.134; P 0.398

***

Record 3
This record from the Open Molecules 2025 dataset describes a gas-phase ion, C7H14FN4 (charge +1). The level of theory is wB97M-V/def2-TZVPD.

Highest occupied orbital energy in eV: -15.36
Molecular weight in g mol⁻¹: 173.215
Gap between HOMO and LUMO in eV: 11.13
Total charge: +1
SMILES string: CCCCn1cnn[n+]1CCF
Energy relative to the best compared isomer or geometry (same formula, charge and spin) in eV: 0.000
Largest force on an atom in eV Å⁻¹: 0.62

Atoms and positions in Å:
1 C -2.970 -1.497 0.816
2 C -1.616 -1.734 0.152
3 C -1.265 -0.655 -0.876
4 C 0.219 -0.466 -1.198
5 N 1.078 -0.377 -0.008
6 C 1.754 -1.314 0.623
7 N 2.396 -0.791 1.660
8 N 2.112 0.485 1.671
9 N 1.335 0.745 0.668
10 C 0.880 2.098 0.346
11 C 1.927 2.804 -0.493
12 F 2.182 2.014 -1.607
13 H -3.073 -0.459 1.134
14 H -3.090 -2.135 1.689
15 H -3.789 -1.721 0.134
16 H -1.637 -2.703 -0.350
17 H -0.852 -1.807 0.930
18 H -1.693 0.303 -0.574
19 H -1.723 -0.914 -1.832
20 H 0.623 -1.284 -1.791
21 H 0.383 0.446 -1.767
22 H 1.751 -2.344 0.308
23 H 0.737 2.592 1.305
24 H -0.075 2.022 -0.167
25 H 1.550 3.765 -0.837
26 H 2.854 2.927 0.065

Löwdin population analysis, charges in e, atoms 1 to 6: C -0.092; C -0.252; C -0.169; C -0.082; N 0.014; C -0.054

***

Record 4
This record from the Open Molecules 2025 dataset describes 2 unconnected molecules or ions with the total composition C7H14FNSi. The level of theory is wB97M-V/def2-TZVPD.

Highest occupied orbital energy in eV: -11.14
Molecular weight in g mol⁻¹: 159.280
Gap between HOMO and LUMO in eV: 11.28
Energy relative to the best compared isomer or geometry (same formula, charge and spin) in eV: 0.000
Largest force on an atom in eV Å⁻¹: 4.40

Atoms and positions in Å:
1 C 0.995 1.763 1.081
2 C 1.345 -0.233 -1.647
3 C 2.671 -0.602 0.338
4 C -2.249 -1.216 -0.624
5 C -2.454 1.247 1.350
6 C 0.216 -0.115 0.573
7 C 1.299 -0.757 -0.247
8 N 1.576 2.745 1.204
9 F -1.311 1.396 -1.245
10 Si -1.467 0.359 -0.027
11 H 0.449 -0.397 -2.167
12 H 1.466 0.818 -1.759
13 H 2.151 -0.645 -2.177
14 H 3.003 0.412 0.522
15 H 3.400 -1.176 -0.337
16 H 2.640 -1.011 1.330
17 H -3.290 -1.320 -0.362
18 H -2.114 -1.359 -1.700
19 H -1.666 -2.151 -0.302
20 H -2.721 0.712 2.259
21 H -1.869 2.063 1.667
22 H -3.397 1.558 0.779
23 H 0.277 -0.287 1.636
24 H 1.052 -1.805 -0.142

Löwdin population analysis, charges in e, atoms 1 to 6: C -0.163; C -0.073; C -0.091; C -0.154; C -0.143; C -0.116

***

Record 5
This record from the Open Molecules 2025 dataset describes a molecular structure, C7H14FeOPS. The level of theory is wB97M-V/def2-TZVPD.

Highest occupied orbital energy (alpha / beta) in eV: -1.08 / -2.21
Molecular weight in g mol⁻¹: 233.074
Gap between HOMO and LUMO (alpha / beta) in eV: 3.30 / 4.36
Total charge: -1
Energy relative to the best compared isomer or geometry (same formula, charge and spin) in eV: 0.381
⟨S²⟩: 6.0345
Largest force on an atom in eV Å⁻¹: 3.11
Multiplicity: 5

Atoms and positions in Å:
1 C -2.427 -2.167 -1.641
2 C -1.317 -3.042 -1.626
3 C -0.330 -2.554 -2.539
4 C -0.832 -1.360 -3.151
5 C -2.117 -1.086 -2.627
6 Fe -1.137 1.079 1.203
7 P -2.045 -0.391 2.725
8 H -3.336 -2.236 -1.054
9 H -1.237 -3.945 -1.023
10 H 0.635 -3.019 -2.742
11 H -2.772 -0.255 -2.866
12 H -0.317 -0.761 -3.898
13 H -1.179 -1.060 3.639
14 H -2.834 -1.496 2.292
15 H -2.949 0.210 3.650
16 C 2.506 2.113 2.354
17 S 1.469 2.576 0.954
18 C 2.707 2.508 -0.361
19 O 0.628 1.319 0.681
20 H 3.079 2.997 2.649
21 H 3.160 1.284 2.054
22 H 1.843 1.807 3.170
23 H 3.306 1.601 -0.224
24 H 2.170 2.469 -1.313
25 H 3.325 3.410 -0.307

Löwdin population analysis, charges in e, atoms 1 to 6: C -0.218; C -0.250; C -0.235; C -0.248; C -0.213; Fe 0.040

***

Values for total energy, eV, ordered as above
-22978.5107; -50096.2036; -16155.6474; -19571.1477; -64039.2132